{"formula": "C38H62F15N3O16", "method": "ωB97M-V/def2-TZVPD", "elements": ["F", "F", "F", "F", "F", "F", "F", "F", "F", "F", "F", "F", "F", "F", "F", "O", "O", "O", "O", "O", "O", "O", "O", "O", "O", "O", "O", "O", "O", "O", "O", "N", "N", "N", "C", "C", "C", "C", "C", "C", "C", "C", "C", "C", "C", "C", "C", "C", "C", "C", "C", "C", "C", "C", "C", "C", "C", "C", "C", "C", "C", "C", "C", "C", "C", "C", "C", "C", "C", "C", "C", "C", "H", "H", "H", "H", "H", "H", "H", "H", "H", "H", "H", "H", "H", "H", "H", "H", "H", "H", "H", "H", "H", "H", "H", "H", "H", "H", "H", "H", "H", "H", "H", "H", "H", "H", "H", "H", "H", "H", "H", "H", "H", "H", "H", "H", "H", "H", "H", "H", "H", "H", "H", "H", "H", "H", "H", "H", "H", "H", "H", "H", "H", "H"], "xyz": [[-8.615598, -1.639393, -0.441034], [-8.416626, 0.617360, 5.407043], [-4.785314, 8.105129, -2.132127], [-7.820015, -1.171354, 4.564928], [-7.088797, -1.651221, -13.402958], [-3.727085, 10.032040, -2.137473], [-8.218778, 0.095349, -13.773407], [6.380335, -5.393048, -5.651975], [-7.441136, -0.796306, 6.696114], [-4.009490, 8.829619, -0.336776], [5.419469, -4.556066, -3.958479], [-9.301781, 0.271182, -1.273314], [-8.941706, -1.458790, -2.627756], [4.454229, -6.172340, -4.943719], [-8.113125, -0.716859, -11.794528], [6.620735, 5.667139, 1.859197], [-5.784753, 0.422412, -11.371257], [-5.048597, -0.279986, 5.436079], [5.996040, -4.150616, 7.572183], [8.242319, 5.837989, 4.489545], [10.286421, 4.764424, 6.582188], [-6.078169, 1.524549, 4.566352], [3.203402, -4.198677, -6.014765], [3.464379, -2.811379, 6.565512], [-5.580767, 0.815580, -13.628382], [-2.204615, 7.930286, -3.290990], [7.974674, -2.049319, 7.611298], [-11.776059, -0.847927, -1.651566], [5.156613, -3.433234, -6.954416], [-11.003343, -2.835577, -1.000309], [-1.573514, 7.855047, -1.039705], [0.605056, -0.172799, -1.504504], [0.541424, -6.895306, -0.320028], [-4.883642, -5.854235, -0.508399], [5.416175, 5.610878, 2.628118], [9.609422, 5.535729, 4.247653], [-1.306043, -1.564969, -2.622264], [-10.865687, -1.569150, -1.342344], [0.116740, -7.597757, -1.140261], [-4.605110, -6.486660, 2.008926], [-6.160536, 0.349053, -12.635169], [3.979220, -3.229979, -9.086264], [-3.755520, 8.777787, -1.617332], [-2.380977, 8.102929, -1.968053], [7.784110, 6.935957, 3.745689], [-4.380222, 2.370485, 3.029435], [7.413381, 6.754628, 2.274064], [-4.569752, 1.127459, -11.058948], [-0.201277, -0.809785, -2.056020], [-9.368189, -1.072445, -1.383780], [5.213145, -5.106428, -5.146234], [3.940164, -4.101329, 6.082748], [9.441339, -2.258792, 7.629403], [-4.777864, -6.127935, 0.583490], [-12.278857, -3.422587, -0.867439], [-1.161341, 7.051869, -3.806999], [-0.421645, -8.436711, -2.200445], [4.421747, -4.179783, -6.090536], [-7.461189, -0.296113, 5.472860], [5.889948, -3.036600, 8.428377], [2.605019, -2.265023, 5.509125], [10.000902, 4.379748, 5.223179], [7.281388, -2.504752, 8.769508], [-1.462273, 5.558920, -3.585751], [4.507225, -2.508722, -7.865199], [-4.341067, 1.063969, -9.566958], [4.792733, -4.775097, 7.140812], [-7.433389, -0.491546, -12.872627], [-12.095077, -4.716474, -0.025948], [9.133530, 5.119345, 7.315162], [-6.090971, 0.368188, 5.178290], [-4.947976, 2.330597, 4.435496], [-11.636030, -5.546493, -0.563016], [-4.241277, 1.313919, 2.800359], [3.081777, -2.408408, 4.539458], [4.471284, -4.049036, 5.132336], [2.318770, -1.218517, 5.613932], [-4.971399, -7.483456, 2.254545], [-4.989660, 2.849312, 2.263014], [-0.151097, 7.239991, -3.443511], [-3.309717, 1.279876, -9.288034], [3.076350, -3.743762, -8.756164], [5.443091, -3.290220, 9.389681], [4.163887, -5.049398, 7.987812], [-12.912193, -2.796390, -0.239055], [8.333284, 6.716941, 1.690582], [6.964308, 7.425042, 4.271821], [4.733703, 6.442639, 2.453403], [5.321069, -2.239148, 7.950292], [7.855082, -3.338305, 9.174686], [-0.943541, -2.526533, -2.985700], [-3.524050, -6.452812, 2.144081], [4.648228, -3.963948, -9.535517], [8.701595, 6.052750, 6.954247], [-5.257960, 3.326295, 4.752672], [-3.482313, 2.986373, 2.978937], [-1.400719, 5.375456, -2.513065], [7.315507, -1.767722, 9.571835], [-13.084137, -5.014071, 0.322326], [-11.463339, -4.428264, 0.814254], [-1.824882, -0.930554, -3.340881], [3.659236, -2.004435, -7.401847], [4.847225, 4.709779, 2.399208], [9.786633, 5.287603, 3.201174], [9.912929, -1.811611, 6.754346], [7.043311, 7.679136, 1.830887], [-1.125427, 7.188937, -4.887757], [-4.457945, 0.016396, -9.289399], [-2.014548, -1.823904, -1.835446], [-0.962656, -7.806992, -2.906743], [-1.177440, -9.075376, -1.743308], [-3.751549, 0.617159, -11.567103], [9.654751, -3.326271, 7.684563], [-4.967700, 1.678053, -8.920167], [-2.505879, 5.385518, -3.848270], [8.407310, 4.306707, 7.333748], [-12.781182, -3.718491, -1.788428], [10.821383, 3.889699, 4.699009], [3.568467, -2.549926, -9.832523], [-5.314703, -5.839028, 2.523854], [10.233872, 6.399916, 4.474294], [-4.652190, 2.138645, -11.457458], [-0.732027, 4.890027, -4.041176], [9.945142, -1.854806, 8.507516], [5.220226, -1.747800, -8.182566], [-4.205124, 2.097020, 5.198196], [5.627277, 5.453657, 3.685851], [9.387733, 5.359482, 8.347550], [0.389604, -8.996673, -2.665653], [9.212593, 3.630280, 5.152712], [8.509544, 7.749471, 3.753638], [3.139194, -4.820793, 5.912681], [5.020756, -5.711001, 6.630729], [1.612152, -2.714509, 5.526222]], "forces_ev_per_a": [[0.0, 0.3, -0.5], [-0.8, 1.1, 0.5], [0.0, -0.1, -0.8], [0.6, -1.5, -0.4], [0.6, -1.0, -0.2], [-0.2, -0.5, 0.3], [-0.2, 0.6, 0.0], [1.0, -0.9, -0.5], [0.0, -0.6, 0.0], [0.7, 0.4, 0.8], [0.0, 0.6, 0.5], [0.1, -1.3, -0.2], [0.3, 0.6, 1.1], [0.3, -0.8, -0.2], [-0.9, -0.2, 1.5], [-0.7, 0.0, 1.0], [-0.7, -0.3, -0.1], [-3.2, 1.8, -0.3], [0.0, -0.6, -0.5], [-0.1, 0.2, -0.6], [0.3, -0.4, -1.3], [-2.7, -0.5, 0.1], [2.0, 0.4, -0.3], [-0.8, -0.4, -2.1], [-1.3, -1.0, 2.9], [-0.2, -0.3, 1.0], [1.5, 0.3, -0.2], [0.6, 0.0, 0.1], [0.0, -0.6, 1.1], [1.7, -0.1, -0.2], [-2.7, 0.6, -3.5], [-1.4, -1.2, -1.3], [-0.6, -1.0, -1.0], [-0.2, 0.6, -2.2], [0.0, -1.0, 0.0], [-0.1, -0.5, 1.5], [-0.1, -0.2, 0.3], [-1.0, 0.8, -0.1], [0.7, 1.3, 1.1], [-0.6, -0.1, -1.3], [1.8, 1.3, -2.7], [-1.1, -0.5, 0.3], [0.3, 0.0, -1.2], [2.8, -0.8, 2.7], [-0.7, 1.1, 0.0], [-0.2, -0.4, 0.1], [1.2, -0.1, -1.1], [0.5, 0.5, -0.1], [1.5, 1.4, 1.6], [-1.1, -0.4, -0.6], [-0.7, 0.9, -0.1], [0.2, 0.9, 1.3], [-1.5, -0.2, 0.6], [0.1, -1.3, 2.4], [-0.9, -1.7, 1.5], [0.6, -1.3, -0.5], [-0.4, 0.2, 0.4], [-2.3, 1.1, -1.0], [0.1, 2.0, -0.2], [0.4, 1.0, -0.1], [0.0, -0.2, 0.7], [-0.4, 0.7, -1.0], [1.1, -1.1, -0.6], [-0.6, 1.0, 1.3], [-0.4, 0.0, -0.7], [0.2, -0.7, 0.4], [-0.1, 0.2, 0.0], [0.6, 0.6, -1.0], [0.1, 0.9, -0.4], [-0.1, 0.5, 0.3], [4.7, -2.7, 0.1], [1.3, 2.0, 0.6], [0.0, 0.2, -0.1], [0.6, 0.2, -0.6], [-0.1, 0.0, 0.0], [0.2, 0.6, 0.0], [0.9, 0.2, 0.5], [0.2, -0.2, -0.5], [-0.7, -0.3, 0.3], [-0.3, 0.6, 0.5], [0.1, 0.3, -0.4], [0.1, -0.5, 0.0], [-0.4, -0.2, 0.1], [-0.1, 0.2, 0.3], [-0.1, 0.4, -0.5], [0.3, -0.8, 0.0], [-0.4, -0.6, 0.3], [0.2, 0.4, 0.1], [-0.2, 0.0, 0.1], [0.0, -0.4, 0.1], [-0.1, 0.2, -0.5], [-0.3, 0.5, 0.9], [0.2, 0.3, 0.0], [-0.3, -0.2, -0.4], [-0.4, 0.1, -0.2], [0.4, -0.5, 0.4], [0.0, -0.1, 0.1], [-0.6, 0.4, -0.1], [0.1, -0.1, 0.1], [-0.1, -0.3, 0.2], [0.1, -0.4, -0.3], [0.2, -0.1, 0.4], [0.3, -0.1, -0.6], [-0.1, -0.4, -0.1], [-0.5, -0.1, -0.1], [-0.7, 0.5, 0.7], [-0.3, 0.6, 0.1], [-0.2, 0.0, 0.2], [0.0, 0.2, 0.1], [0.3, 0.0, -0.2], [0.2, -0.3, -0.2], [0.0, 0.1, -0.1], [-0.1, -0.2, -0.4], [-0.3, 0.0, -0.4], [0.2, -0.4, -0.4], [-0.2, 0.0, -0.2], [0.3, 0.7, -0.3], [0.7, 0.1, 0.9], [0.5, 0.3, -0.1], [0.9, 0.4, 0.6], [0.1, 0.3, 0.1], [0.0, 0.0, 0.0], [-0.2, 0.2, -0.4], [-0.3, 0.5, 0.2], [0.4, -0.3, 0.6], [0.2, -0.7, -0.3], [0.2, 0.6, 0.2], [0.5, -0.4, 0.0], [-0.3, 0.0, -0.1], [-0.4, 0.0, 0.4], [0.6, 0.0, -0.1], [-0.6, 0.2, 0.0], [0.7, -0.2, 0.3], [0.1, -0.8, -0.1]], "homo_energy_ev": -9.378, "smiles": "CCOC(=O)C(F)(F)F.CCOC(=O)C(F)(F)F.CCOC(=O)C(F)(F)F.CCOC(=O)C(F)(F)F.CCOC(=O)C(F)(F)F.COCCOCCOC.COCCOCCOC.CC#N.CC#N.CC#N", "gap_ev": 9.543}



{"formula": "C21H28F6N4O5P2S2V", "method": "ωB97M-V/def2-TZVPD", "elements": ["V", "S", "S", "P", "P", "F", "F", "F", "F", "F", "F", "O", "O", "O", "O", "O", "N", "N", "N", "N", "C", "C", "C", "C", "C", "C", "C", "C", "C", "C", "C", "C", "C", "C", "C", "C", "C", "C", "C", "C", "C", "H", "H", "H", "H", "H", "H", "H", "H", "H", "H", "H", "H", "H", "H", "H", "H", "H", "H", "H", "H", "H", "H", "H", "H", "H", "H", "H", "H"], "xyz": [[1.078228, -1.502872, -0.032803], [2.395832, -2.357846, 2.601602], [4.208848, -1.458298, 0.689835], [-1.348075, -1.251217, -0.556937], [0.851753, 1.088597, -0.131463], [1.174125, -2.161942, 4.863385], [4.029857, -3.992528, 0.112722], [2.362594, -0.420700, 4.370862], [6.001801, -3.337990, 0.740695], [3.336282, -2.245171, 5.020534], [5.269818, -2.833260, -1.239488], [1.007208, -5.703998, -0.143527], [3.040707, -1.267852, -0.217587], [1.260124, -1.629233, 1.973613], [2.285723, -3.771844, 2.614851], [5.203357, -0.455127, 0.603604], [-1.242246, 2.775800, -0.595928], [-3.164331, 0.743855, -0.439883], [0.927380, -3.345531, -0.351792], [3.768772, -1.757345, 2.152970], [2.720139, 1.647566, 1.779967], [-3.537642, 2.041275, -0.519957], [-1.879629, 0.487991, -0.430402], [-1.604858, -1.686125, -2.348298], [-4.307456, 4.703726, -0.814830], [-2.977317, 4.409059, -0.812499], [-0.337907, -1.228437, -3.078703], [0.305087, 1.767685, 2.465310], [-5.280732, 3.683228, -0.659466], [-2.561880, 3.066029, -0.652592], [2.318371, -1.744662, 4.349448], [1.761025, 1.812459, -1.531743], [-2.828767, -0.995981, -2.949739], [1.335900, 3.592689, 1.075095], [-1.766137, -3.204489, -2.471146], [-4.911343, 2.379900, -0.514819], [1.317150, 2.090276, 1.361749], [0.974023, -4.547402, -0.229230], [-2.534754, -2.172752, 0.452868], [-0.902729, 1.519288, -0.450787], [4.937512, -3.027007, 0.025408], [3.035179, 2.239924, 2.641668], [3.459340, 1.802909, 0.991803], [-2.432059, -1.850464, 1.489142], [-2.314399, -3.237445, 0.394918], [-0.924922, -3.744328, -2.040591], [0.228183, 0.693108, 2.651325], [-0.183478, -0.150474, -2.982930], [-4.633920, 5.728214, -0.931934], [-0.685634, 2.156016, 2.225021], [0.372572, 3.966693, 0.734661], [2.094274, 3.852981, 0.335875], [1.598478, 4.105933, 2.002609], [0.555156, -1.758069, -2.720446], [2.827238, 1.808440, -1.301920], [-6.328556, 3.951156, -0.661680], [-2.977942, -1.378844, -3.961251], [2.741864, 0.605125, 2.083431], [-3.551756, -1.974136, 0.116583], [-1.824120, -3.461386, -3.530502], [1.605619, 1.217392, -2.430755], [-5.635569, 1.584283, -0.405469], [-2.687481, -3.550616, -2.001615], [0.627004, 2.242280, 3.394210], [-2.218615, 5.172278, -0.919617], [-3.735453, -1.196856, -2.378640], [-0.423058, -1.451537, -4.143833], [1.427949, 2.833467, -1.713261], [-2.701716, 0.084128, -3.017691]], "forces_ev_per_a": [[0.0, -0.1, -0.2], [-0.2, 0.0, 0.3], [0.2, 0.0, 0.0], [-0.1, 0.0, 0.2], [0.0, 0.1, -0.1], [0.0, 0.0, 0.0], [0.1, 0.0, 0.0], [0.0, 0.0, 0.0], [-0.1, 0.0, -0.1], [0.0, 0.0, 0.0], [0.0, 0.0, 0.0], [0.0, 0.0, 0.0], [0.0, 0.1, 0.0], [0.0, 0.2, 0.0], [0.0, -0.1, 0.0], [0.0, 0.0, 0.0], [0.0, 0.0, 0.0], [0.0, 0.0, 0.0], [0.0, 0.0, -0.1], [0.1, -0.1, -0.1], [0.0, 0.0, 0.0], [0.1, 0.0, 0.0], [0.0, 0.1, 0.0], [0.0, 0.0, 0.0], [0.0, 0.0, 0.0], [0.0, 0.0, 0.0], [0.0, 0.0, 0.0], [0.0, 0.0, 0.0], [0.0, 0.0, 0.0], [-0.1, -0.1, 0.0], [0.1, -0.1, -0.1], [0.0, 0.0, 0.0], [0.0, 0.0, 0.0], [0.0, 0.0, 0.0], [0.0, 0.0, 0.0], [0.0, 0.0, 0.0], [0.0, 0.0, 0.0], [-0.1, 0.0, 0.1], [0.0, 0.0, 0.0], [0.0, -0.1, 0.0], [0.0, 0.0, 0.1], [0.0, 0.0, 0.0], [0.0, 0.0, 0.0], [0.0, 0.0, 0.0], [0.0, 0.0, 0.0], [0.0, 0.0, 0.0], [0.0, 0.0, 0.0], [0.0, 0.0, 0.0], [0.0, 0.0, 0.0], [0.0, 0.0, 0.0], [0.0, 0.0, 0.0], [0.0, 0.0, 0.0], [0.0, 0.0, 0.0], [0.0, 0.0, 0.0], [0.0, 0.0, 0.0], [0.0, 0.0, 0.0], [0.0, 0.0, 0.0], [0.0, 0.0, 0.0], [0.0, 0.0, 0.0], [0.0, 0.0, 0.0], [0.0, 0.0, 0.0], [0.0, 0.0, 0.0], [0.0, 0.0, 0.0], [0.0, 0.0, 0.0], [0.0, 0.0, 0.0], [0.0, 0.0, 0.0], [0.0, 0.0, 0.0], [0.0, 0.0, 0.0], [0.0, 0.0, 0.0]], "homo_energy_ev": [-12.267, -12.266], "multiplicity": 3, "total_charge": 1, "s_squared": 2.020, "gap_ev": [7.827, 8.250]}



{"formula": "C6H13NO", "method": "ωB97M-V/def2-TZVPD", "elements": ["O", "N", "C", "C", "C", "C", "C", "C", "H", "H", "H", "H", "H", "H", "H", "H", "H", "H", "H", "H", "H"], "xyz": [[2.828785, -0.242659, -0.334411], [0.804047, 0.959750, 0.165876], [-0.281800, 0.372364, 2.270135], [-1.374595, -0.308464, -1.352492], [-1.368800, -1.487114, -1.946040], [-0.004158, -0.076747, 0.769044], [1.707043, 0.533986, -0.837363], [-1.445863, -0.043244, 0.129047], [0.874178, 1.921675, 0.429506], [0.499894, -1.040073, 0.853677], [-1.250090, -1.689962, -3.019419], [1.374771, -0.186529, -1.589219], [-1.918290, 0.919621, 0.285829], [-1.312751, 0.718883, 2.350504], [-2.078054, -0.819878, 0.591044], [0.325402, 1.272620, 2.438935], [-1.760463, -2.426275, -1.567816], [0.026272, -0.317402, 3.050672], [-0.939751, 0.583159, -1.845632], [2.193198, 1.343238, -1.386371], [3.101024, 0.013049, 0.544495]], "forces_ev_per_a": [[0.1, -0.6, -0.1], [1.1, -1.4, -1.9], [0.7, 0.9, -0.8], [1.6, 0.9, 0.3], [-1.3, -1.1, -1.5], [-2.2, 2.3, 2.4], [1.8, -0.4, 0.0], [0.3, -2.1, -0.6], [-0.4, -0.1, 0.6], [-0.1, 0.1, -0.9], [0.5, 0.9, 0.3], [-0.9, 0.3, 0.2], [0.2, 0.3, 0.3], [0.0, -0.4, 0.4], [0.2, 0.2, 0.1], [-0.1, -0.2, 0.1], [0.1, 0.2, 1.0], [-0.4, -0.3, -0.1], [-0.6, -0.7, -0.3], [-0.6, 0.5, 0.2], [-0.1, 0.5, 0.3]], "homo_energy_ev": -8.776, "smiles": "C=CC[C@H](C)NCO", "gap_ev": 9.775}